The following is a DFT calculation (the ωB97M-V functional and the def2-TZVPD basis) of a structure of composition C2H3N5O.

* gap between HOMO and LUMO: 10.0 eV

The geometry in ORCA input format:
```
! RIJCOSX wB97M-V def2-TZVPD def2/J DEFGRID3
* xyz 0 1
C -0.014 0.565 -1.535
C 0.328 -0.583 0.680
H 1.242 -1.058 -1.864
H -0.668 1.376 -1.958
H 0.430 -0.393 2.859
N 0.715 -0.172 -2.264
N -0.396 0.202 -0.261
N -1.307 0.895 0.426
N -1.204 0.728 1.698
N -0.389 -0.347 1.860
O 1.262 -1.214 0.359
*
```


The following is a DFT calculation (the ωB97M-V functional and the def2-TZVPD basis) of a cluster of 2 separate species, C2H3N6O5 in total.

* gap between HOMO and LUMO: 7.5 eV

The geometry in ORCA input format:
```
! RIJCOSX wB97M-V def2-TZVPD def2/J DEFGRID3
* xyz 1 1
C -1.036 1.079 -2.832
C -0.155 -0.584 0.685
N -0.401 1.154 -1.800
N 0.738 1.475 -1.310
N 1.204 1.361 -0.241
N 0.248 -1.740 0.224
N -1.017 -0.406 1.659
N 1.930 1.739 0.600
O -1.819 0.940 -3.646
O 0.463 -2.771 0.806
O 0.697 -1.634 -1.088
O -2.012 -1.036 1.911
O -0.832 0.796 2.300
H 1.018 -2.507 -1.388
H -1.565 0.949 2.930
H 2.538 1.183 1.189
*
```


The following is a DFT calculation (the ωB97M-V functional and the def2-TZVPD basis) of a cluster of 2 separate species, C2H3NO in total.

* gap between HOMO and LUMO: 8.6 eV

The geometry in ORCA input format:
```
! RIJCOSX wB97M-V def2-TZVPD def2/J DEFGRID3
* xyz 0 1
O -0.944 0.488 -0.487
C -0.596 -0.669 -0.118
C 1.622 0.164 0.017
N 1.328 1.214 0.460
H -0.302 1.129 0.016
H -0.939 -1.492 -0.743
H -0.137 -0.854 0.844
*
```


The following is a DFT calculation (the ωB97M-V functional and the def2-TZVPD basis) of a cluster of 2 separate species, C2H3NO in total.

* gap between HOMO and LUMO: 9.8 eV

The geometry in ORCA input format:
```
! RIJCOSX wB97M-V def2-TZVPD def2/J DEFGRID3
* xyz 0 1
C 0.109 -0.304 0.603
C -0.370 0.287 -0.597
N 0.840 -0.422 -0.652
O -0.436 -0.929 -1.297
H 0.794 1.154 1.668
H -0.313 -0.993 1.349
H -0.623 1.206 -1.075
*
```


The following is a DFT calculation (the ωB97M-V functional and the def2-TZVPD basis) of an isolated molecule of C2H3NO.

* gap between HOMO and LUMO: 10.3 eV
* SMILES: C=NC=O

The geometry in ORCA input format:
```
! RIJCOSX wB97M-V def2-TZVPD def2/J DEFGRID3
* xyz 0 1
C -0.725 -0.165 0.161
N 0.456 -0.418 -0.164
C 1.796 -0.609 0.224
O 2.315 -1.691 0.393
H -0.841 0.058 1.291
H -1.460 -0.240 -0.697
H 2.383 0.312 0.258
*
```


The following is a DFT calculation (the ωB97M-V functional and the def2-TZVPD basis) of a cluster of 2 separate species, C2H3NO in total.

* gap between HOMO and LUMO: 10.9 eV

The geometry in ORCA input format:
```
! RIJCOSX wB97M-V def2-TZVPD def2/J DEFGRID3
* xyz 0 1
C 0.066 -1.106 -0.267
C 3.600 1.056 0.297
N 0.874 -0.151 -0.152
O 3.628 0.044 -0.202
H 0.061 -1.928 -1.128
H -0.725 -1.330 0.581
H 1.598 0.076 -0.854
*
```


The following is a DFT calculation (the ωB97M-V functional and the def2-TZVPD basis) of a cluster of 2 separate species, C2H3NO in total.

* gap between HOMO and LUMO: 10.9 eV

The geometry in ORCA input format:
```
! RIJCOSX wB97M-V def2-TZVPD def2/J DEFGRID3
* xyz 0 1
C -1.831 -0.316 0.608
C 1.035 -0.332 -0.136
N -1.438 0.699 0.183
O 0.939 0.757 0.198
H 0.118 -1.074 -0.028
H 1.891 -0.986 -0.266
H -0.713 1.251 -0.557
*
```


The following is a DFT calculation (the ωB97M-V functional and the def2-TZVPD basis) of an isolated molecule of C2H3NO2.

* gap between HOMO and LUMO (alpha / beta): 9.9 / 6.5 eV

The geometry in ORCA input format:
```
! RIJCOSX wB97M-V def2-TZVPD def2/J DEFGRID3
* xyz 0 1
C 0.336 0.550 -0.165
C 1.134 -0.653 -0.089
N -1.119 0.192 0.132
O 0.465 1.753 -0.293
O -2.038 -0.493 -0.285
H 0.541 -1.491 0.209
H 2.169 -0.805 -0.208
H -1.489 0.947 0.699
*
```


The following is a DFT calculation (the ωB97M-V functional and the def2-TZVPD basis) of a cluster of 2 separate species, C2H3NO2 in total.

* gap between HOMO and LUMO: 10.8 eV
* SMILES: C#[N+][O-].C=O

The geometry in ORCA input format:
```
! RIJCOSX wB97M-V def2-TZVPD def2/J DEFGRID3
* xyz 0 1
C -2.275 -0.438 -0.681
N -1.759 0.315 -0.014
O -1.386 0.981 0.887
H -3.045 -0.856 -1.260
C 1.621 0.254 0.129
O 0.772 -0.568 0.377
H 2.398 0.444 0.809
H 1.803 0.987 -0.749
*
```


The following is a DFT calculation (the ωB97M-V functional and the def2-TZVPD basis) of an isolated molecule of C2H3NO2.

* gap between HOMO and LUMO: 10.1 eV
* SMILES: NC(=O)C=O

The geometry in ORCA input format:
```
! RIJCOSX wB97M-V def2-TZVPD def2/J DEFGRID3
* xyz 0 1
N -1.219 -0.231 0.394
C -0.140 0.348 -0.094
O -0.378 1.507 -0.481
C 1.236 -0.256 -0.202
O 1.486 -1.387 0.129
H -1.688 0.761 0.120
H -1.275 -1.189 0.752
H 1.978 0.446 -0.617
*
```


The following is a DFT calculation (the ωB97M-V functional and the def2-TZVPD basis) of a structure of composition C2H3NO2.

* gap between HOMO and LUMO (alpha / beta): 8.6 / 8.6 eV

The geometry in ORCA input format:
```
! RIJCOSX wB97M-V def2-TZVPD def2/J DEFGRID3
* xyz 0 1
C 0.012 -1.037 -0.018
C 0.440 1.276 -0.095
N 1.009 0.137 -0.044
O -1.392 -0.649 -0.042
O -0.936 1.048 -0.027
H 0.302 -1.509 -0.927
H -0.013 -1.637 0.914
H 0.579 2.372 0.238
*
```


The following is a DFT calculation (the ωB97M-V functional and the def2-TZVPD basis) of an isolated molecule of C2H3NO2.

* gap between HOMO and LUMO (alpha / beta): 9.0 / 9.0 eV
* SMILES: O=CCN=O

The geometry in ORCA input format:
```
! RIJCOSX wB97M-V def2-TZVPD def2/J DEFGRID3
* xyz 0 1
O -1.586 1.264 -0.417
C -0.956 0.455 0.212
C 0.120 -0.388 -0.399
N 1.400 0.298 -0.150
O 2.164 -0.204 0.640
H -1.098 0.201 1.382
H 0.123 -1.339 0.090
H -0.166 -0.287 -1.358
*
```


The following is a DFT calculation (the ωB97M-V functional and the def2-TZVPD basis) of an isolated molecule of C2H3NO2.

* gap between HOMO and LUMO: 11.2 eV
* SMILES: O=CNC=O

The geometry in ORCA input format:
```
! RIJCOSX wB97M-V def2-TZVPD def2/J DEFGRID3
* xyz 0 1
O -0.686 0.261 -1.386
C -1.064 -0.121 -0.289
N -0.127 -0.177 0.685
C 1.120 0.216 -0.011
O 1.687 1.252 0.148
H -2.110 -0.398 -0.096
H -0.269 -0.463 1.649
H 1.450 -0.570 -0.700
*
```


The following is a DFT calculation (the ωB97M-V functional and the def2-TZVPD basis) of a cluster of 2 separate species, C2H3NO2 in total.

* gap between HOMO and LUMO: 10.8 eV

The geometry in ORCA input format:
```
! RIJCOSX wB97M-V def2-TZVPD def2/J DEFGRID3
* xyz 0 1
C 2.052 1.069 -1.834
C -0.823 -0.786 0.549
N 0.115 0.082 1.072
O 0.971 1.327 -1.679
O 0.413 -0.510 -0.198
H -0.977 -1.682 1.153
H -1.692 -0.510 -0.013
H -0.059 1.010 0.950
*
```


The following is a DFT calculation (the ωB97M-V functional and the def2-TZVPD basis) of an isolated molecule of C2H3NO2S.

* gap between HOMO and LUMO: 8.5 eV

The geometry in ORCA input format:
```
! RIJCOSX wB97M-V def2-TZVPD def2/J DEFGRID3
* xyz 0 1
C -0.722 0.601 -1.146
C -0.139 0.109 1.056
N 1.659 0.328 -0.986
O 0.801 -2.030 -0.342
O -1.006 0.418 0.025
S 1.405 -0.719 0.021
H -1.583 1.001 -1.638
H 0.096 1.068 1.552
H -0.511 -0.776 1.458
*
```


The following is a DFT calculation (the ωB97M-V functional and the def2-TZVPD basis) of an isolated molecule of C2H3NO2S.

* gap between HOMO and LUMO (alpha / beta): 8.4 / 8.4 eV
* SMILES: O=NOCC=S

The geometry in ORCA input format:
```
! RIJCOSX wB97M-V def2-TZVPD def2/J DEFGRID3
* xyz 0 1
O 2.590 -0.754 0.485
N 2.547 0.023 -0.457
O 1.403 0.661 -0.732
C 0.242 0.135 0.039
C -1.056 0.625 -0.359
S -2.511 -0.142 -0.033
H 0.486 0.340 1.102
H 0.368 -0.973 0.025
H -1.127 1.665 -0.718
*
```


The following is a DFT calculation (the ωB97M-V functional and the def2-TZVPD basis) of an isolated molecule of C2H3NO2S.

* gap between HOMO and LUMO: 9.1 eV
* SMILES: O=CN(O)C=S

The geometry in ORCA input format:
```
! RIJCOSX wB97M-V def2-TZVPD def2/J DEFGRID3
* xyz 0 1
O 0.980 -1.946 -1.012
C 0.691 -0.766 -0.925
N -0.020 -0.213 0.089
O -0.409 -1.058 1.051
C -0.317 1.101 0.155
S -1.194 1.750 1.411
H 1.098 -0.084 -1.701
H -0.906 -0.457 1.620
H 0.076 1.673 -0.687
*
```


The following is a DFT calculation (the ωB97M-V functional and the def2-TZVPD basis) of an isolated molecule of C2H3NO2S.

* gap between HOMO and LUMO: 9.3 eV
* SMILES: O=C(O)/C=N/S

The geometry in ORCA input format:
```
! RIJCOSX wB97M-V def2-TZVPD def2/J DEFGRID3
* xyz 0 1
O 1.021 -1.766 0.251
C 1.089 -0.575 0.338
O 2.073 0.188 0.881
C -0.103 0.345 -0.068
N -1.126 -0.254 -0.614
S -2.260 1.017 -1.068
H 2.630 -0.561 1.131
H 0.071 1.378 0.086
H -3.396 0.227 -0.935
*
```


The following is a DFT calculation (the ωB97M-V functional and the def2-TZVPD basis) of an isolated molecule of C2H3NO2S.

* gap between HOMO and LUMO: 9.2 eV
* SMILES: O=CONC=S

The geometry in ORCA input format:
```
! RIJCOSX wB97M-V def2-TZVPD def2/J DEFGRID3
* xyz 0 1
O 0.696 -2.570 -0.483
C 0.160 -2.287 0.577
O -0.195 -1.089 1.022
N 0.208 -0.010 0.231
C -0.317 1.212 0.325
S -0.269 2.356 -0.833
H -0.166 -3.038 1.294
H 0.734 -0.241 -0.579
H -0.783 1.366 1.276
*
```


The following is a DFT calculation (the ωB97M-V functional and the def2-TZVPD basis) of an isolated molecule of C2H3NO2S2.

* gap between HOMO and LUMO: 9.7 eV

The geometry in ORCA input format:
```
! RIJCOSX wB97M-V def2-TZVPD def2/J DEFGRID3
* xyz 0 1
C -0.093 0.034 1.010
C -1.214 -0.072 0.150
N -1.885 0.443 -0.781
O 2.190 -1.260 -0.243
O 1.504 1.101 -0.778
S -1.098 -1.535 1.058
S 1.791 -0.040 0.429
H -0.336 0.540 1.907
H 1.823 0.720 -1.673
H -2.682 0.069 -1.079
*
```


One value per record, in order, for E: -11617.2313 -21279.6218 -5656.3846 -5652.3525 -5658.4798 -5658.4862 -5656.4570 -7703.0108 -7703.0642 -7706.0988 -7701.8713 -7704.0364 -7706.9552 -7703.9452 -18535.5598 -18538.7169 -18540.8821 -18541.7315 -18540.7543 -29375.0828 eV.
One value per record, in order, for maximum force: 6.9 2.6 1.1 5.0 2.2 2.4 7.9 3.0 2.9 3.2 6.0 3.8 0.8 3.5 3.1 3.3 3.6 3.8 2.9 6.3 eV Å⁻¹.